Record 1
Molecular formula: C3H9O4
Method: DFT, ωB97M-V/def2-TZVPD

## Properties
HOMO = -4.6 eV
Energy relative to the best compared isomer or geometry (same formula, charge and spin) = 9.5 kcal per mole
Energy = -420.73773 Eh
Total charge = -1
HOMO-LUMO gap = 8.52 eV

XYZ file:
```
16
Properties=species:S:1:pos:R:3:nbo_charge:R:1
C 1.587 0.472 -1.521 -0.61
O -0.551 2.192 1.633 -0.96
C 0.349 -0.442 -1.708 -0.52
O -1.782 -1.141 3.049 -0.97
H 0.585 -1.225 -2.420 0.20
H -0.488 0.262 -1.870 0.20
C -0.284 -1.050 -0.442 0.77
O -0.106 -0.451 0.655 -0.85
H -0.402 2.153 0.696 0.47
H -1.553 -0.250 2.723 0.46
H -1.401 -1.649 2.318 0.50
H 2.371 -0.085 -0.995 0.20
O -0.972 -2.069 -0.653 -0.77
H 2.026 0.696 -2.495 0.18
H 1.300 1.291 -0.867 0.21
H -0.679 1.297 1.898 0.48
```

---

Record 2
Molecular formula: C3H9O4
Method: DFT, ωB97M-V/def2-TZVPD

## Properties
HOMO = -4.5 eV
Energy relative to the best compared isomer or geometry (same formula, charge and spin) = 31.5 kcal per mole
Energy = -420.70272 Eh
Total charge = -1
HOMO-LUMO gap = 8.25 eV

XYZ file:
```
16
Properties=species:S:1:pos:R:3:nbo_charge:R:1
C 0.591 1.097 0.031 0.78
O 0.048 -2.498 1.505 -0.96
H -1.478 -0.828 0.673 0.18
O 1.114 -0.028 0.078 -0.84
C -0.961 0.957 -0.467 -0.54
H -1.365 2.025 -0.524 0.18
H -1.063 0.691 -1.517 0.19
H -0.326 -3.226 0.920 0.45
H -0.207 -1.637 1.012 0.50
O 3.538 -0.008 -1.415 -0.98
H -2.782 0.002 0.008 0.18
O 1.076 2.102 0.383 -0.72
C -1.788 0.165 0.479 -0.58
H 2.667 0.047 -1.962 0.46
H 3.069 0.340 -0.609 0.50
H -2.130 0.799 1.404 0.20
```

---

Record 3
Molecular formula: C3H9O4S
Method: DFT, ωB97M-V/def2-TZVPD

## Properties
HOMO = -4.7 eV
Energy relative to the best compared isomer or geometry (same formula, charge and spin) = 37.1 kcal per mole
Energy = -818.88879 Eh
Total charge = -1
HOMO-LUMO gap = 7.73 eV

XYZ file:
```
17
Properties=species:S:1:pos:R:3:nbo_charge:R:1
C -0.031 0.190 0.977 0.75
H -2.512 -1.562 1.236 0.49
O 3.488 1.453 1.667 -0.97
H -0.502 0.608 -3.728 0.10
S -0.258 -0.621 -3.109 -0.06
H -2.593 -2.576 0.289 0.46
O -3.178 -2.168 0.902 -0.95
O -0.306 0.979 1.896 -0.76
C 0.571 0.681 -0.399 -0.52
H 0.545 1.728 -0.404 0.20
H 2.830 0.740 1.314 0.49
H 2.932 2.052 2.182 0.48
H 1.541 0.350 -0.412 0.19
H -0.764 -1.173 -0.871 0.27
C -0.410 -0.157 -1.379 -0.58
H -1.341 0.526 -1.259 0.21
O -0.011 -1.049 1.101 -0.81
```

---

Record 4
Molecular formula: C3H9OP
Method: DFT, ωB97M-V/def2-TZVPD

## Properties
HOMO (spin up / spin down) = -8.0 / -6.8 eV
Energy relative to the best compared isomer or geometry (same formula, charge and spin) = 127.6 kcal per mole
Energy = -536.10118 Eh
HOMO-LUMO gap (spin up / spin down) = 8.67 / 7.39 eV

XYZ file:
```
14
Properties=species:S:1:pos:R:3:nbo_charge:R:1
H 2.533 -1.225 0.499 0.17
O -0.060 1.612 0.229 -0.72
H 1.922 -0.260 -0.897 0.17
C -0.742 -0.774 -0.246 -0.70
C -0.092 0.251 0.435 0.17
P -2.645 -0.464 0.140 0.26
H 2.844 0.551 0.504 0.18
H -0.637 -0.583 -1.400 0.22
H -2.908 0.252 -1.002 -0.03
H 0.072 0.083 1.520 0.18
H -2.473 0.666 0.920 -0.02
H 0.290 1.991 -0.673 0.49
C 2.452 -0.303 0.017 -0.61
H -0.556 -1.799 -0.046 0.25
```

---

Number 1 is which compound?
C3H9O4

---

Which of these has the highest energy?
number 2

---

Which of these has the lowest energy?
C3H9O4S

---

Among the records above, which one has the lowest energy?
C3H9O4S